1.
The molecule C11H16NO6P in a non-equilibrium geometry. Source: OMol25; level of theory: wB97M-V/def2-TZVPD.

Values from the calculation:
HOMO level (Ha): -0.353
Net charge: 0
Structure (SMILES): CCOP(=O)(OCC)[C@H](O)c1cccc([N+](=O)[O-])c1
Molar mass (g/mol): 289.224

The geometry in XYZ format:
```
35
Properties=species:S:1:pos:R:3:lowdin_charge:R:1
C -3.675 -1.925 -0.300 -0.07
C -3.172 -0.842 -1.240 -0.27
O -1.810 -0.519 -0.969 -0.19
P -1.492 0.579 0.146 0.55
O -2.632 1.364 0.636 -0.24
O -0.362 1.414 -0.604 -0.19
C -0.078 2.755 -0.179 -0.26
C 1.081 3.278 -1.006 -0.06
C -0.605 -0.321 1.522 -0.34
O -0.324 0.644 2.500 -0.03
C 0.632 -0.903 0.930 -0.20
C 0.629 -2.193 0.409 -0.02
C 1.746 -2.701 -0.234 -0.05
C 2.880 -1.923 -0.378 0.01
C 2.875 -0.634 0.138 -0.13
N 4.030 0.207 -0.044 -0.36
O 5.057 -0.315 -0.421 0.09
O 3.900 1.393 0.175 0.08
C 1.768 -0.121 0.798 0.06
H -4.691 -2.202 -0.568 0.08
H -3.040 -2.805 -0.362 0.07
H -3.669 -1.551 0.722 0.07
H -3.192 -1.181 -2.278 0.12
H -3.786 0.057 -1.134 0.11
H 0.176 2.760 0.885 0.11
H -0.977 3.362 -0.320 0.12
H 0.854 3.182 -2.064 0.08
H 1.988 2.719 -0.788 0.05
H 1.251 4.324 -0.770 0.08
H -1.256 -1.114 1.921 0.14
H -1.140 1.131 2.677 0.10
H -0.257 -2.802 0.507 0.12
H 1.729 -3.704 -0.631 0.11
H 3.759 -2.288 -0.888 0.12
H 1.801 0.874 1.213 0.13
```

2.
The molecule C11H16O4 in a non-equilibrium geometry. Source: OMol25; level of theory: wB97M-V/def2-TZVPD.

Values from the calculation:
HOMO level (Ha): -0.357
Net charge: 0
Structure (SMILES): C=C[C@@H](O)[C@@H]1O[C@H]1/C=C/[C@@H]1O[C@H]1[C@@H](C)O
Molar mass (g/mol): 212.245

The geometry in XYZ format:
```
31
Properties=species:S:1:pos:R:3:lowdin_charge:R:1
C -2.198 -4.417 0.385 0.02
C -2.048 -4.333 1.729 -0.10
C -1.860 -3.017 2.486 -0.33
O -0.994 -3.217 3.605 -0.01
C -1.134 -2.060 1.585 -0.24
O -1.173 -0.772 2.098 0.01
C -1.554 -0.867 0.771 -0.21
C -0.532 -0.568 -0.364 0.04
C 0.267 0.583 -0.166 -0.01
C 0.944 1.119 -1.324 -0.24
O 2.309 0.931 -1.604 0.01
C 2.050 2.212 -1.132 -0.20
C 2.320 3.501 -1.945 -0.40
C 1.085 4.375 -2.003 -0.04
O 3.414 4.260 -1.413 -0.06
H -2.174 -3.445 -0.215 0.08
H -2.025 -5.412 -0.111 0.07
H -2.042 -5.219 2.298 0.08
H -2.814 -2.658 2.914 0.16
H -0.774 -2.350 3.935 0.09
H -0.164 -2.438 1.352 0.15
H -2.506 -0.522 0.543 0.13
H -0.274 -1.145 -1.227 0.11
H 0.188 1.161 0.679 0.09
H 0.336 1.308 -2.178 0.13
H 2.424 2.505 -0.155 0.15
H 2.525 3.200 -2.972 0.14
H 1.287 5.321 -2.509 0.09
H 0.287 3.862 -2.626 0.10
H 0.600 4.444 -1.095 0.05
H 4.230 3.660 -1.343 0.14
```

3.
A cluster of 2 separate species, C11H17Cl2N2O3 in total in a non-equilibrium geometry. Source: OMol25; level of theory: wB97M-V/def2-TZVPD.

Values from the calculation:
HOMO level (Ha): -0.034
Net charge: -1
Molar mass (g/mol): 296.174

The geometry in XYZ format:
```
35
Properties=species:S:1:pos:R:3:lowdin_charge:R:1
C 2.805 -0.140 1.302 -0.08
C 2.507 -0.516 -0.159 -0.39
C 2.077 0.736 -0.908 -0.08
C 1.425 -1.620 -0.231 -0.06
C 0.138 -1.034 0.143 -0.25
N -0.753 -0.402 -0.611 0.19
C -1.813 0.039 0.171 -0.26
C -2.931 0.820 -0.435 -0.64
Cl -2.136 2.172 -1.339 0.66
C -3.900 1.437 0.569 -0.74
C -4.543 0.416 1.521 -0.12
Cl -5.218 2.220 -0.372 0.61
C -1.540 -0.352 1.425 0.00
N -0.330 -1.020 1.395 0.17
H 2.065 0.575 1.683 0.05
H 3.770 0.360 1.352 0.09
H 2.817 -1.015 1.962 0.06
H 3.467 -0.863 -0.612 0.09
H 2.979 1.283 -1.174 0.08
H 1.528 0.424 -1.798 0.08
H 1.421 1.409 -0.330 0.07
H 1.668 -2.433 0.452 0.13
H 1.394 -1.970 -1.264 0.14
H -0.617 -0.274 -1.603 0.17
H -3.467 0.256 -1.195 0.11
H -3.381 2.227 1.100 0.10
H -5.611 0.567 1.605 0.06
H -4.102 0.541 2.509 0.07
H -4.306 -0.600 1.213 0.08
H -2.129 -0.184 2.304 0.12
H 0.146 -1.397 2.194 0.17
C 4.156 -0.401 -2.752 -0.98
O 3.801 0.647 -3.396 -0.20
O 4.750 -0.307 -1.567 -0.25
O 3.864 -1.605 -3.152 -0.23
```

4.
A structure of composition C11H17Cl2N5O3OsS. Source: OMol25; level of theory: wB97M-V/def2-TZVPD.

Values from the calculation:
HOMO level (spin up / spin down) (Ha): -0.556 / -0.561
Net charge: +2
Molar mass (g/mol): 560.492

The geometry in XYZ format:
```
40
Properties=species:S:1:pos:R:3:lowdin_charge:R:1
Os -0.663 0.088 -0.798 1.11
N -2.726 -0.377 -0.925 -0.04
N -2.972 -1.386 -1.871 0.04
C -1.951 -1.855 -2.634 -0.36
N -2.228 -2.784 -3.516 0.26
N -0.739 -1.316 -2.345 -0.06
N 0.430 -1.812 -3.047 -0.38
O 0.278 -2.575 -3.970 0.12
O 1.463 -1.400 -2.616 0.09
H -3.054 -0.667 -0.003 0.14
H -3.240 0.469 -1.182 0.15
H -3.917 -1.721 -1.980 0.18
H -3.167 -3.136 -3.631 0.16
H -1.489 -3.130 -4.113 0.12
Cl 1.579 0.864 -0.719 0.82
C 2.426 -0.407 0.166 -0.57
C 3.799 -0.380 0.228 -0.05
C 4.417 -1.382 0.967 -0.01
C 3.673 -2.358 1.615 -0.05
C 2.291 -2.346 1.530 -0.66
Cl 1.348 -3.547 2.329 0.76
C 1.646 -1.361 0.788 -0.62
S -0.121 -1.374 0.677 0.76
H 4.370 0.387 -0.277 0.13
H 5.496 -1.399 1.035 0.13
H 4.159 -3.136 2.188 0.13
C -0.226 3.694 0.655 -0.02
C -0.849 2.479 1.322 -0.64
C -2.186 2.809 1.955 -0.02
C 0.093 1.821 2.315 -0.03
O -1.166 1.510 0.250 -0.42
H -0.071 4.468 1.406 0.11
H -0.881 4.097 -0.118 0.10
H 0.741 3.453 0.211 0.07
H -2.037 3.553 2.738 0.11
H -2.635 1.924 2.411 0.09
H -2.876 3.225 1.220 0.10
H 0.254 2.506 3.146 0.11
H 1.064 1.601 1.871 0.06
H -0.334 0.902 2.722 0.08
```

5.
A cluster of 2 separate species, C11H17Cl4FNO in total in a non-equilibrium geometry. Source: OMol25; level of theory: wB97M-V/def2-TZVPD.

Values from the calculation:
HOMO level (Ha): -0.489
Net charge: +1
Molar mass (g/mol): 340.073

The geometry in XYZ format:
```
35
Properties=species:S:1:pos:R:3:lowdin_charge:R:1
C -0.224 -4.201 2.240 0.05
C -0.501 -2.910 2.292 -0.16
C 0.530 -1.899 1.914 -0.13
C 0.112 -1.046 0.710 -0.35
C -0.858 0.075 1.150 -0.02
C -2.291 -0.220 0.870 -0.43
O -2.852 -0.100 -0.193 0.17
F -2.919 -0.693 1.945 0.14
C -0.322 -1.935 -0.462 -0.09
C 0.570 -1.550 -1.659 -0.72
Cl -0.109 -1.805 -3.236 0.75
C 0.914 -0.114 -1.309 -0.73
Cl 2.157 0.653 -2.264 0.75
N 1.304 -0.309 0.101 0.12
H -0.946 -4.941 2.513 0.07
H 0.734 -4.575 1.937 0.07
H -1.473 -2.604 2.625 0.10
H 0.763 -1.258 2.757 0.13
H 1.447 -2.422 1.662 0.12
H -0.699 0.248 2.201 0.14
H -0.601 0.988 0.640 0.04
H -0.148 -2.987 -0.324 0.12
H -1.363 -1.835 -0.729 0.12
H 1.525 -2.063 -1.661 0.11
H 0.006 0.456 -1.418 0.11
H 2.075 -0.979 0.133 0.18
H 1.578 0.564 0.551 0.17
Cl -0.494 6.453 -0.745 0.57
C 0.491 5.378 -1.760 -0.66
C -0.021 3.963 -1.737 -0.62
Cl 0.207 3.206 -0.125 0.59
H 1.520 5.435 -1.412 0.07
H 0.446 5.758 -2.778 0.08
H 0.525 3.354 -2.456 0.06
H -1.081 3.916 -1.971 0.08
```

6.
A cluster of 6 separate species, C11H17Cl6N3O3 in total in a non-equilibrium geometry. Source: OMol25; level of theory: wB97M-V/def2-TZVPD.

Values from the calculation:
HOMO level (Ha): -0.385
Net charge: 0
Structure (SMILES): COC(=O)OC.ClC(Cl)Cl.ClC(Cl)Cl.CC#N.CC#N.CC#N
Molar mass (g/mol): 451.993

The geometry in XYZ format:
```
40
Properties=species:S:1:pos:R:3:lowdin_charge:R:1
C -1.763 -7.257 -3.777 -0.07
O -1.240 -5.978 -3.804 0.01
C -1.830 -4.899 -3.321 -0.56
O -2.894 -4.849 -2.680 0.10
O -1.055 -3.860 -3.673 -0.01
C -1.345 -2.536 -3.246 -0.04
H -2.755 -7.421 -4.198 0.10
H -1.878 -7.486 -2.718 0.10
H -1.199 -8.053 -4.262 0.10
H -0.480 -1.873 -3.245 0.09
H -1.560 -2.570 -2.179 0.09
H -2.205 -2.137 -3.784 0.10
Cl 4.362 -2.326 -0.638 0.50
C 4.194 -1.372 0.857 -1.55
Cl 5.359 -1.979 2.001 0.53
Cl 2.538 -1.483 1.486 0.51
H 4.413 -0.322 0.662 0.02
Cl -1.067 2.679 1.368 0.54
C -0.269 3.435 2.713 -1.57
Cl -1.009 2.917 4.248 0.50
Cl -0.004 5.197 2.567 0.52
H 0.735 3.009 2.731 0.00
C 6.504 7.290 3.580 -0.06
C 5.725 6.075 3.147 -0.28
N 5.264 5.071 2.870 0.11
H 5.874 8.135 3.860 0.08
H 7.080 7.659 2.731 0.07
H 7.132 6.813 4.331 0.08
C -3.687 3.732 -3.975 -0.07
C -2.201 3.914 -4.203 -0.25
N -1.049 3.888 -4.371 0.11
H -4.182 3.057 -4.673 0.07
H -4.229 4.666 -4.122 0.07
H -3.827 3.338 -2.968 0.07
C -2.747 -2.323 4.904 -0.08
C -3.251 -2.617 3.560 -0.27
N -3.672 -2.912 2.500 0.12
H -2.250 -3.176 5.367 0.08
H -3.525 -1.918 5.550 0.08
H -2.007 -1.529 4.803 0.08
```

7.
A cluster of 2 separate species, C11H17ClN4O4 in total in a non-equilibrium geometry. Source: OMol25; level of theory: wB97M-V/def2-TZVPD.

Values from the calculation:
HOMO level (Ha): -0.281
Net charge: 0
Molar mass (g/mol): 304.734

The geometry in XYZ format:
```
37
Properties=species:S:1:pos:R:3:lowdin_charge:R:1
C 0.751 -2.019 -0.195 0.22
C 0.497 -0.956 0.279 -0.08
N 0.124 0.171 0.941 0.08
C -1.035 0.771 1.219 -0.31
N -2.234 0.367 0.836 0.12
C -2.576 -0.785 -0.001 -0.11
C -4.108 -0.920 -0.230 -0.40
C -4.649 -2.141 0.542 -0.05
O -4.305 -1.233 -1.612 -0.04
N -0.856 1.883 1.966 0.18
C 0.475 1.932 2.107 -0.12
N 1.094 0.953 1.510 -0.03
C 2.559 0.715 1.442 -0.56
Cl 3.267 1.506 2.894 0.68
C 3.107 1.225 0.096 -0.24
C 4.634 1.424 0.050 -0.10
H 0.961 -2.985 -0.596 0.07
H -3.004 0.930 1.166 0.15
H -2.118 -0.650 -0.989 0.14
H -2.236 -1.730 0.439 0.12
H -4.656 0.004 0.010 0.14
H -4.344 -2.072 1.595 0.08
H -5.742 -2.189 0.498 0.08
H -4.250 -3.030 0.042 0.09
H -4.797 -0.525 -2.037 0.10
H 0.869 2.753 2.686 0.13
H 2.769 -0.354 1.549 0.12
H 2.868 0.460 -0.674 0.06
H 2.553 2.134 -0.176 0.12
H 4.923 2.401 -0.353 0.08
H 5.058 0.682 -0.641 0.07
H 5.144 1.277 1.009 0.04
C 2.133 -0.237 -2.869 -0.82
O 1.377 -1.180 -3.199 -0.07
O 1.677 1.006 -3.326 0.01
O 3.181 -0.239 -2.203 -0.06
H 0.891 0.652 -3.772 0.08
```

8.
A cluster of 2 separate species, C11H17N2 in total in a non-equilibrium geometry. Source: OMol25; level of theory: wB97M-V/def2-TZVPD.

Values from the calculation:
HOMO level (Ha): -0.413
Net charge: +1
Molar mass (g/mol): 177.271

The geometry in XYZ format:
```
30
Properties=species:S:1:pos:R:3:lowdin_charge:R:1
C -3.235 0.374 -0.932 -0.07
C 0.210 1.060 -0.497 -0.35
C -1.037 1.108 -0.037 -0.22
C -1.936 0.891 -1.277 -0.18
C -1.070 0.912 -2.376 -0.04
C 0.999 2.133 1.468 -0.04
C 1.259 1.396 0.265 -0.05
C -0.344 2.222 1.836 -0.07
C -1.440 1.720 1.070 0.00
N 0.223 1.011 -1.920 0.04
H 1.748 2.707 2.044 0.12
H 2.270 1.489 -0.138 0.12
H -0.530 2.923 2.687 0.12
H -2.615 2.021 1.048 0.18
H 0.814 1.679 -2.400 0.15
H -1.256 1.068 -3.467 0.14
H -3.651 1.110 -0.207 0.08
H -3.286 -0.608 -0.458 0.10
H -3.939 0.391 -1.704 0.07
C 2.080 -1.962 0.485 -0.17
C 1.821 -3.189 1.435 -0.06
N 0.878 -1.697 -0.417 0.13
H 2.377 -1.051 0.941 0.09
H 2.912 -2.401 -0.271 0.17
H 1.868 -4.154 0.803 0.11
H 0.789 -3.175 1.817 0.08
H 0.196 -2.534 -0.765 0.25
H 0.215 -1.022 -0.020 0.11
H 1.223 -1.124 -1.224 0.15
H 2.458 -3.300 2.209 0.03
```

| no. | DFT total energy (hartree) |
| --- | --- |
| 1 | -1276.3070 |
| 2 | -729.4910 |
| 3 | -1684.9030 |
| 4 | -2337.3976 |
| 5 | -2499.7234 |
| 6 | -3580.3919 |
| 7 | -1409.3856 |
| 8 | -538.5198 |